Entry 1:
One molecule with the formula C5H9NO2S in a non-equilibrium geometry. Source: the Open Molecules 2025 dataset; level of theory: ωB97M-V/def2-TZVPD.

The geometry in ORCA input format:
```
! wB97M-V def2-TZVPD RIJCOSX def2/J DEFGRID3
* xyz 0 1
C 1.503 -1.737 1.080
C -0.207 0.980 -0.830
C 1.055 0.182 -0.517
C -1.103 0.729 0.390
C 0.507 -1.097 0.110
N -0.698 -0.556 0.960
O 1.410 -1.252 2.305
O 2.299 -2.568 0.746
S -0.033 -2.323 -1.134
H -0.009 2.038 -0.989
H -0.679 0.573 -1.725
H 1.654 -0.029 -1.400
H 1.672 0.707 0.215
H -0.946 1.498 1.154
H -2.160 0.732 0.117
H 0.597 -0.694 2.350
H -1.442 -1.243 0.940
H 0.983 -3.149 -0.907
*
```

Output
**Orbital gap**: 9.99 eV
**E_HOMO**: -9.35 eV
**SMILES**: O=C(O)[C@]1(S)CCCN1
**LUMO level**: 0.0237 hartree

Entry 2:
A 2-piece molecular cluster, C5H9NO3 overall in a non-equilibrium geometry. Source: the Open Molecules 2025 dataset; level of theory: ωB97M-V/def2-TZVPD.

The geometry in ORCA input format:
```
! wB97M-V def2-TZVPD RIJCOSX def2/J DEFGRID3
* xyz 0 1
O 1.489 1.450 1.736
C 1.731 0.896 0.452
C 0.515 1.085 -0.414
C -0.756 0.361 -0.159
C -1.321 -0.476 -1.082
N -2.347 -1.333 -0.871
C 0.539 2.000 -1.371
O 0.525 2.805 -2.214
H 2.211 1.205 2.323
H 1.936 -0.184 0.537
H 2.611 1.366 -0.015
H -1.133 0.357 0.869
H -1.492 0.356 -1.879
H -1.961 -2.111 -1.513
H -2.957 -1.191 -0.077
H -0.132 -1.749 0.626
O 0.255 -2.530 1.058
H 0.285 -2.308 1.994
*
```

Output
**Orbital gap**: 8.94 eV
**E_HOMO**: -8.30 eV
**SMILES**: N/C=C/C(=C=O)CO.O
**LUMO level**: 0.0234 hartree

Entry 3:
One molecule with the formula C5H9NO3 in a non-equilibrium geometry. Source: the Open Molecules 2025 dataset; level of theory: ωB97M-V/def2-TZVPD.

The geometry in ORCA input format:
```
! wB97M-V def2-TZVPD RIJCOSX def2/J DEFGRID3
* xyz 0 1
C -1.115 1.934 -0.560
C -0.393 -0.066 0.371
C -0.825 -1.091 1.371
C -1.314 -1.119 -0.058
C 2.982 -0.061 -0.080
H -1.530 2.858 -0.209
H -1.683 1.416 -1.356
H -0.100 2.194 -0.987
H -1.469 -0.737 2.137
H -0.084 -1.826 1.665
H -2.330 -0.841 -0.187
H 0.029 -1.596 -1.319
H 2.972 -0.155 -1.147
H 3.895 0.066 0.491
N 1.892 -0.053 0.540
O -0.915 1.192 0.626
O -0.824 -2.037 -0.956
O 0.814 -0.079 -0.342
*
```

Output
**Orbital gap**: 10.54 eV
**E_HOMO**: -9.63 eV
**SMILES**: C=NO[C@]1(OC)C[C@@H]1O
**LUMO level**: 0.0332 hartree

Entry 4:
A 2-piece molecular cluster, C5H9NO4 overall in a non-equilibrium geometry. Source: the Open Molecules 2025 dataset; level of theory: ωB97M-V/def2-TZVPD.

The geometry in ORCA input format:
```
! wB97M-V def2-TZVPD RIJCOSX def2/J DEFGRID3
* xyz 0 1
C 1.641 1.481 -0.583
C -1.732 0.771 -1.758
C -1.253 -1.300 -0.329
C 2.241 0.317 -0.775
C -1.495 0.140 -0.596
N -1.545 0.958 0.597
O -1.632 2.138 0.370
O 1.479 2.084 0.657
O -1.566 0.428 1.671
O 2.571 -0.745 0.198
H 1.617 2.239 -1.380
H 0.982 2.903 0.480
H -1.695 0.309 -2.711
H -1.934 1.800 -1.877
H -0.635 -1.300 0.459
H -0.730 -1.830 -1.124
H -2.165 -1.851 -0.359
H 2.326 -0.128 -1.851
H 2.798 -0.388 0.981
*
```

Output
**Orbital gap**: 8.52 eV
**E_HOMO**: -8.91 eV
**SMILES**: C=C(C)[N+](=O)[O-].O/C=C\O
**LUMO level**: -0.0140 hartree

Entry 5:
One molecule with the formula C5H9NOS in a non-equilibrium geometry. Source: the Open Molecules 2025 dataset; level of theory: ωB97M-V/def2-TZVPD.

The geometry in ORCA input format:
```
! wB97M-V def2-TZVPD RIJCOSX def2/J DEFGRID3
* xyz 0 1
C 0.928 -0.551 0.055
C 0.657 -0.933 -1.479
C -1.552 0.189 -0.458
C -0.909 1.346 0.486
C -0.471 -0.123 0.589
H 1.407 1.141 -0.428
H 2.068 0.681 1.124
H 1.134 -1.449 0.692
H 1.515 -0.659 -2.061
H 0.375 -2.073 -1.543
H -2.610 -0.240 -0.217
H -0.223 1.979 -0.043
H -1.491 1.842 1.289
H -0.932 -0.703 2.443
N 1.955 0.372 0.101
O -1.096 -0.912 1.522
S -0.754 0.092 -2.069
*
```

Output
**Orbital gap**: 9.18 eV
**E_HOMO**: -8.53 eV
**SMILES**: N[C@@H]1CS[C@@H]2C[C@]12O
**LUMO level**: 0.0239 hartree

Entry 6:
One molecule with the formula C5H9NOS in a non-equilibrium geometry. Source: the Open Molecules 2025 dataset; level of theory: ωB97M-V/def2-TZVPD.

The geometry in ORCA input format:
```
! wB97M-V def2-TZVPD RIJCOSX def2/J DEFGRID3
* xyz 0 1
C -1.419 1.810 -0.375
C -2.211 2.630 -0.803
C 0.526 0.310 -0.318
C 0.378 -1.175 -0.785
C -0.960 0.312 1.528
N -0.608 0.911 0.285
O 2.738 -2.155 0.103
S 1.965 -1.868 -1.388
H 3.371 -2.776 -0.172
H -2.474 3.600 -1.065
H 1.338 0.142 0.306
H 0.963 0.758 -1.245
H 0.077 -1.637 0.057
H -0.393 -1.123 -1.569
H -0.040 0.201 2.048
H -1.828 0.852 1.896
H -1.422 -0.789 1.498
*
```

Output
**Orbital gap**: 8.61 eV
**E_HOMO**: -8.17 eV
**SMILES**: C#CN(C)CCSO
**LUMO level**: 0.0162 hartree

Question: What is the formula in the fourth record?
Answer: C5H9NO4

Question: Which formula does entry 5 have?
Answer: C5H9NOS

Question: Among the records above, which one has the highest orbital gap?
Answer: number 3

Question: Which of these has the lowest orbital gap?
Answer: C5H9NO4